[1]
Below is one molecule with the formula C16H30N8O in a non-equilibrium geometry, with properties calculated with ωB97M-V/def2-TZVPD.

Geometry as XYZ:
```
55
Properties=species:S:1:pos:R:3:forces:R:3:mulliken_charge:R:1
C -2.25554 -2.47604 4.50251 0.1 0.2 -0.3 -1.315
C -2.06241 -1.38223 3.44681 -0.1 0.0 0.2 -0.799
N -1.07777 -1.65641 2.41353 0.1 -0.1 0.0 0.730
C 0.27267 -1.91426 2.88869 0.1 0.2 0.1 -0.783
C 0.87308 -0.69538 3.58223 -0.1 -0.3 0.0 -1.197
C -1.55111 -2.58374 1.39302 -0.1 0.2 -0.3 -0.943
C -2.13957 -1.77094 0.22634 -0.1 -0.3 0.2 -0.828
N -1.20611 -0.72423 -0.12347 0.2 0.4 0.2 0.080
C -0.38994 -0.82923 -1.19626 -0.6 -0.7 -0.7 0.492
N -0.65082 -1.73305 -2.10336 -0.2 0.1 0.6 -0.450
C 0.18863 -1.73446 -3.16068 1.4 0.5 -0.8 0.486
N 0.20065 -2.50807 -4.21783 -0.7 -0.2 0.7 -0.679
O 1.25703 -2.10466 -4.94939 0.1 -0.1 -0.2 -0.025
N 1.93214 -1.08324 -4.38747 0.4 0.8 0.6 -0.685
C 1.30271 -0.81741 -3.26967 -0.9 -1.3 -0.7 0.489
N 1.55717 0.12579 -2.33768 0.0 0.5 0.6 -0.549
C 0.72583 0.13253 -1.32727 0.9 0.1 -0.7 0.562
N 0.93776 1.02096 -0.33747 -0.3 0.0 0.3 0.203
C 1.92341 2.06876 -0.45818 0.2 0.1 0.1 -0.604
C 1.92584 2.84035 0.86443 0.1 -0.1 -0.2 -1.014
N 0.55989 3.14493 1.25555 0.2 0.0 0.2 0.333
C 0.36254 3.31055 2.68541 -0.2 -0.1 0.2 -0.725
C -1.07627 2.99529 3.08426 0.3 0.1 0.0 -1.114
C -0.05686 4.19984 0.45529 -0.3 -0.1 -0.2 -0.927
C -1.18739 3.66822 -0.42546 0.2 0.3 0.1 -1.067
H -1.37086 -2.57907 5.12560 0.1 -0.1 0.1 0.291
H -3.09498 -2.21779 5.14249 -0.1 0.0 0.1 0.442
H -2.46325 -3.43614 4.03519 0.0 -0.1 0.0 0.279
H -1.77893 -0.45158 3.94557 -0.1 0.0 0.0 0.237
H -3.01329 -1.20354 2.93853 0.0 0.1 0.1 0.450
H 0.32602 -2.78472 3.56130 0.0 0.0 -0.1 0.457
H 0.88350 -2.14087 2.01017 -0.1 -0.1 0.1 0.456
H 1.93273 -0.86431 3.75649 0.1 0.0 0.1 0.455
H 0.75893 0.18485 2.95430 0.0 0.1 -0.1 0.145
H 0.39804 -0.50605 4.54100 0.0 0.1 0.1 0.325
H -0.71229 -3.17029 1.01338 0.0 0.0 0.0 0.525
H -2.30423 -3.28355 1.77193 0.0 0.0 0.0 0.348
H -2.30439 -2.39818 -0.64835 -0.1 0.1 0.1 0.477
H -3.08008 -1.30038 0.52655 0.0 -0.1 0.0 0.341
H -0.83402 -0.29034 0.71373 0.0 -0.1 -0.1 -0.056
H 0.18140 1.29844 0.27761 0.0 -0.1 -0.1 -0.065
H 2.89886 1.62153 -0.65800 0.0 0.1 0.0 0.511
H 1.68491 2.72725 -1.30172 0.0 0.0 0.0 0.373
H 2.36635 2.20261 1.63428 0.0 0.0 0.0 0.412
H 2.55463 3.73905 0.76568 0.0 -0.1 0.0 0.367
H 1.02750 2.61616 3.20508 0.0 0.1 0.0 0.496
H 0.62177 4.32913 3.02007 0.0 -0.1 0.0 0.377
H -1.77104 3.70055 2.63703 -0.1 0.1 0.0 0.350
H -1.17797 3.05360 4.16500 -0.1 0.0 0.1 0.452
H -1.34500 1.99182 2.76219 0.0 -0.1 0.0 0.079
H -0.45937 4.97481 1.11648 0.1 0.0 0.0 0.480
H 0.69698 4.67870 -0.17969 0.0 0.0 0.1 0.457
H -1.92503 3.14269 0.17529 -0.1 -0.1 0.1 0.228
H -1.67887 4.49696 -0.92944 -0.1 0.1 -0.1 0.446
H -0.80949 2.98720 -1.18292 0.0 -0.1 -0.1 0.195
```
Positions in Å, forces in eV/Å.

For the LUMO energy, the calculation gives 0.156 eV. The calculation puts the energy above the lowest of the compared OMol25 structures with the same formula, charge and spin at 1.39 kJ/mol.

***

[2]
Below is a 2-piece molecular cluster, C16H31BF3INO4PS2 overall in a non-equilibrium geometry, with properties calculated with ωB97M-V/def2-TZVPD.

Geometry as XYZ:
```
60
Properties=species:S:1:pos:R:3:forces:R:3:mulliken_charge:R:1
C 1.98346 1.81983 0.82973 0.1 -0.5 -0.1 -1.256
C 0.96601 0.83435 0.24684 0.0 1.2 -0.2 0.040
N -0.14374 0.55924 1.17687 -0.2 -1.5 -0.8 0.364
C -0.01199 -0.69030 1.91152 0.1 -0.2 0.8 0.221
C -0.54000 -0.58265 3.34207 0.4 -0.3 -0.5 -1.433
C -1.42744 0.77865 0.61063 0.2 0.8 0.0 -0.146
S -2.05870 2.24857 0.66656 -0.2 0.3 -0.1 -0.084
S -2.45463 -0.50727 -0.15829 -0.2 -0.5 0.3 -0.143
C -1.70142 -0.96034 -1.73687 0.5 -0.3 -0.1 -0.871
C -0.27494 -1.56289 -1.66128 -0.7 0.1 -0.2 0.852
C -0.26742 -3.00985 -2.19415 0.3 0.5 -0.1 -1.004
P 0.83460 -4.18385 -1.33889 -0.2 0.2 -0.3 0.008
I 2.42634 -3.14107 0.12843 -0.2 -0.1 -0.3 0.079
C 1.75049 -5.15684 -2.60744 0.6 -0.2 0.7 -0.631
C 3.20938 -5.32334 -2.24060 -1.4 0.3 -2.0 -0.023
C 4.10544 -5.74761 -3.48232 0.9 -1.0 2.2 -0.916
O 4.04008 -4.39603 -2.66009 1.3 0.3 1.2 -0.336
B -0.28437 -5.34326 -0.19164 0.2 -0.6 0.4 0.529
C 0.35253 -6.66345 0.33078 -0.1 0.5 -0.5 -0.876
O -1.53051 -4.95110 0.10422 0.4 0.4 0.4 -0.482
H 1.71562 2.84191 0.58405 -0.1 0.1 0.1 0.257
H 2.96788 1.60480 0.41393 0.1 0.1 0.0 0.397
H 2.02927 1.71007 1.91077 0.1 0.1 0.1 0.284
H 0.53342 1.31860 -0.62959 0.0 -0.1 -0.1 0.546
H 1.46494 -0.06366 -0.12355 -0.1 -0.2 0.3 -0.252
H 1.04214 -0.96199 1.98739 0.1 0.2 -0.2 0.272
H -0.50401 -1.54543 1.42645 -0.1 0.1 -0.2 -0.217
H 0.09711 0.10843 3.88669 -0.2 0.2 0.2 0.333
H -1.57849 -0.26544 3.36135 -0.1 0.1 0.1 0.325
H -0.44804 -1.56807 3.79906 -0.1 0.0 0.2 0.409
H -2.35113 -1.75351 -2.10467 -0.4 0.2 0.1 0.441
H -1.76499 -0.16683 -2.47734 0.1 0.3 0.2 0.412
H 0.04513 -1.53298 -0.62640 0.2 0.0 0.0 -0.997
H 0.38809 -0.95924 -2.27484 0.3 0.0 0.2 0.451
H -1.26802 -3.43986 -2.12834 0.0 -0.2 0.1 0.652
H -0.00182 -3.00720 -3.25006 0.1 -0.1 -0.1 0.408
H 1.36787 -6.17352 -2.68455 -0.5 0.1 -0.1 0.473
H 1.77617 -4.65238 -3.56800 -0.4 0.1 -0.1 0.477
H 3.44875 -5.79087 -1.28779 -0.1 -0.3 0.0 0.488
H 5.09545 -5.49285 -3.87137 -0.8 0.0 -1.8 0.437
H 4.54996 -6.55194 -2.81595 0.7 0.6 0.1 0.225
H 1.10903 -7.05005 -0.35092 0.0 -0.3 0.1 0.300
H -0.41721 -7.39719 0.55286 0.1 -0.2 0.1 0.317
H 0.87417 -6.40121 1.25624 0.0 0.0 0.1 0.335
H -1.61997 -3.99510 0.23997 -0.5 0.1 -0.4 0.328
C -0.58356 6.07197 1.85421 0.2 0.0 -0.2 -0.962
C -1.97246 5.70074 1.33927 -0.1 -0.4 0.1 0.036
O -2.96954 6.64932 1.57258 0.3 0.5 0.6 -0.419
C -3.07661 7.77211 0.61033 -0.4 -0.2 -0.9 0.094
O -3.09529 7.40346 -0.62911 0.2 0.1 0.1 -0.870
C -1.98760 8.85716 0.87938 0.0 -0.2 0.5 0.688
F -1.74152 9.05099 2.21085 0.1 0.1 -0.1 -0.294
F -2.40136 10.05571 0.41735 -0.1 0.0 -0.1 -0.292
F -0.78726 8.63153 0.31113 0.0 0.1 -0.1 -0.277
H -0.65001 6.56489 2.82432 0.0 -0.1 0.0 0.276
H 0.03268 5.16972 1.95272 -0.1 0.0 0.1 0.273
H -0.06579 6.73949 1.17067 0.0 0.0 0.0 0.244
H -2.29584 4.81213 1.89723 -0.1 0.0 0.0 0.107
H -1.93757 5.40894 0.28090 0.0 0.2 -0.1 0.222
H -3.99280 8.27656 1.00670 0.0 -0.1 0.1 0.178
```
Positions in Å, forces in eV/Å.

For the LUMO energy, the calculation gives -3.409 eV. The calculation puts the energy above the lowest of the compared OMol25 structures with the same formula, charge and spin at 104.73 kJ/mol.

***

[3]
Below is C16H31BeNP2S as an isolated structure in a non-equilibrium geometry, with properties calculated with ωB97M-V/def2-TZVPD.

Geometry as XYZ:
```
52
Properties=species:S:1:pos:R:3:forces:R:3:mulliken_charge:R:1
P -1.08050 0.35645 -1.70827 0.4 0.2 -1.5 1.658
P 1.71045 -0.88332 -0.87729 -0.6 -0.2 -0.8 1.302
C 0.43783 0.94541 -2.73730 -0.1 -0.2 0.9 -1.273
C 1.30069 -0.31281 -2.88431 0.8 0.2 0.9 -0.805
H 0.94041 1.74011 -2.14727 -0.1 -0.5 -0.3 0.341
H 0.07895 1.42740 -3.65491 0.2 -0.4 -0.1 0.535
H 0.78598 -1.07425 -3.51332 0.4 0.3 0.4 0.287
H 2.30320 -0.15958 -3.29916 0.0 0.0 0.0 0.675
C 3.09797 0.17312 -0.47031 0.6 0.6 -0.2 -1.048
H 3.65240 -0.38768 0.31232 -0.2 0.6 -0.5 0.393
H 2.69581 1.12434 -0.06680 0.6 -0.5 -0.3 0.138
H 3.68695 0.28430 -1.40598 0.1 0.3 0.8 0.482
C 2.42742 -2.51305 -1.07937 0.2 -0.6 -1.3 -1.566
H 3.44242 -2.40802 -1.43738 0.5 -0.3 0.0 0.446
H 1.82702 -2.99127 -1.89933 0.7 0.1 0.8 0.413
H 2.36936 -3.13294 -0.18516 0.0 0.2 -0.1 0.326
C -1.77209 2.05397 -1.64794 -0.7 1.0 0.2 -1.388
H -2.82206 2.00809 -1.34671 0.1 0.1 0.1 0.405
H -1.73175 2.50395 -2.65080 0.0 0.0 0.2 0.488
H -1.22998 2.69381 -0.94068 -0.1 -0.2 -0.1 0.225
C -2.25721 -0.28647 -2.96257 -1.0 0.4 -0.3 -1.555
H -1.97629 -1.24389 -3.41281 0.1 0.3 0.2 0.450
H -2.41319 0.45654 -3.75316 -0.1 -0.1 0.0 0.391
H -3.21135 -0.42609 -2.43143 0.0 0.0 -0.3 0.306
Be -0.04719 -1.40415 -1.66697 -1.5 -1.2 1.5 -1.324
C 1.38272 0.09348 2.91508 0.3 -0.6 1.4 -0.390
C 1.84505 1.33046 2.89787 1.1 0.9 -0.1 -0.598
C 1.22641 2.53481 2.25522 -1.5 0.7 0.2 0.078
C -0.08750 3.15633 2.90359 0.6 -0.6 -0.2 -0.685
C -1.32186 2.77000 2.12833 -0.5 -0.1 0.9 -0.161
C -1.83294 1.52557 2.12482 0.7 -0.6 -2.2 -0.766
C -0.97394 0.22577 1.95758 -0.3 -0.3 0.9 0.701
C -0.02883 -0.29346 3.10156 -1.7 -0.6 -2.1 -0.728
C -2.80763 -3.58087 -0.60176 -1.4 -1.2 1.0 -1.200
H 2.09312 -0.74190 2.98212 -0.1 0.5 0.7 0.409
H 2.83023 1.48081 3.32920 0.5 -0.1 -0.8 0.380
H 0.94868 2.18827 1.23729 0.1 0.5 0.4 -0.459
H 1.92218 3.36731 2.14160 0.3 -0.4 0.1 0.563
H -0.21856 2.75572 3.93157 0.3 0.4 -0.5 0.306
H -0.02911 4.26284 2.98084 0.1 -0.7 -0.1 0.357
H -1.81861 3.60122 1.62656 -0.6 -0.2 0.5 0.375
H -2.84279 1.36016 1.71141 0.5 0.4 0.0 0.310
H -0.34079 0.28076 1.04892 -0.5 0.4 0.3 -0.960
H -1.66891 -0.59300 1.71288 0.0 0.3 0.2 0.331
H -0.50343 -0.03584 4.04902 0.6 0.1 0.3 0.369
H -0.04619 -1.38514 3.02069 -0.2 0.1 0.2 0.419
H -2.73984 -4.63543 -0.88606 -0.4 0.1 0.0 0.371
H -3.49232 -3.02106 -1.25785 0.6 -0.1 0.1 0.295
H -3.11535 -3.47404 0.45081 -0.1 -0.1 -0.4 0.324
S -1.08615 -2.96884 -0.71157 0.6 2.0 -1.4 0.504
C -0.12704 -4.01197 0.11692 2.3 -2.4 1.8 0.190
N 0.61815 -4.73592 0.70026 -2.0 1.8 -1.4 -0.635
```
Positions in Å, forces in eV/Å.

For the LUMO energy (spin up / spin down), the calculation gives 0.318 / 0.306 eV. The calculation puts the energy above the lowest of the compared OMol25 structures with the same formula, charge and spin at 840.51 kJ/mol.

***

[4]
Below is C16H31CaNP2 as an isolated structure in a non-equilibrium geometry, with properties calculated with ωB97M-V/def2-TZVPD.

Geometry as XYZ:
```
51
Properties=species:S:1:pos:R:3:forces:R:3:mulliken_charge:R:1
P 1.21482 -5.05449 -2.18218 0.6 -0.5 -1.3 1.041
P 1.43634 -5.18191 1.11481 2.1 -1.3 -0.1 0.586
C 2.14446 -6.40092 -1.35115 0.0 -0.2 -0.1 -1.173
C 1.53341 -6.70509 0.02643 -0.1 -0.1 -0.1 -0.958
H 3.18618 -6.04175 -1.27260 -0.4 -0.1 0.2 0.354
H 2.19628 -7.28705 -2.00338 -0.2 0.0 0.3 0.472
H 0.51381 -7.10085 -0.06522 0.1 -0.1 -0.2 0.429
H 2.13921 -7.47554 0.52773 -0.3 0.2 0.1 0.495
C 3.30344 -5.24251 1.41814 0.3 0.8 0.0 -1.618
H 3.58372 -4.62284 2.28646 -0.2 -0.1 -0.4 0.387
H 3.92001 -4.92259 0.55936 -0.4 0.0 0.3 0.217
H 3.58372 -6.28595 1.65558 -0.4 0.4 -0.1 0.535
C 1.06143 -5.95446 2.72029 -0.2 -0.2 0.5 -1.235
H 1.92401 -6.52964 3.09544 -0.5 0.1 -0.1 0.394
H 0.19131 -6.61516 2.62185 0.1 0.1 0.3 0.435
H 0.84783 -5.14681 3.43515 -0.1 -0.4 0.0 0.412
C 2.09411 -5.14074 -3.84453 0.0 0.2 -0.2 -1.384
H 1.71615 -4.33683 -4.50058 0.1 -0.3 0.3 0.411
H 1.98905 -6.10069 -4.39131 -0.1 0.4 0.5 0.438
H 3.17560 -4.94718 -3.72257 -0.5 0.0 0.1 0.340
C -0.36673 -5.87049 -2.60880 -0.1 -0.1 -0.2 -1.329
H -0.87395 -6.19815 -1.69178 0.0 0.1 -0.2 0.335
H -0.24447 -6.73259 -3.28255 -0.1 0.2 0.2 0.395
H -0.99350 -5.10579 -3.08767 0.0 -0.3 0.1 0.367
Ca -1.25141 -3.76414 0.90099 -0.5 1.2 -0.2 1.237
C 2.97590 -1.05530 0.60667 -0.4 1.1 0.7 -0.893
C 3.98440 -1.89348 0.33888 -0.3 -0.6 1.2 -0.209
C 4.33666 -2.33480 -1.02007 -0.3 -0.3 -1.2 0.095
C 4.18237 -1.11814 -2.01318 0.5 0.7 1.3 -0.982
C 3.03626 -1.24837 -2.94156 -2.0 -0.4 1.1 -0.932
C 1.87433 -1.90352 -2.53782 1.5 0.7 -1.4 -0.594
C 1.30275 -2.02881 -1.15838 0.8 -0.4 1.3 0.861
C 1.62719 -0.94660 -0.07774 0.6 0.1 -1.4 -0.466
C -2.21691 -2.28905 -0.68041 -0.6 -0.5 -0.2 -1.647
H 3.22982 -0.12879 1.17975 -0.7 -1.4 1.1 0.265
H 4.62457 -2.28678 1.14104 0.5 1.3 -0.2 0.499
H 3.72625 -3.17343 -1.41637 0.3 0.3 0.1 -0.413
H 5.38046 -2.69421 -0.98666 -0.4 0.2 -0.2 0.570
H 4.05110 -0.12286 -1.51618 0.2 -0.8 0.4 0.347
H 5.15942 -0.95164 -2.47208 -0.3 -0.3 -0.8 0.462
H 3.02493 -0.47903 -3.72164 0.1 -1.3 -1.0 0.328
H 1.31086 -2.46820 -3.29329 -0.5 1.4 -0.1 0.692
H 1.50607 -3.05817 -0.77213 -0.2 1.0 0.2 -0.700
H 0.21589 -1.98876 -1.25969 0.0 -0.1 -0.3 0.381
H 1.68933 0.06758 -0.55967 -1.0 -0.6 0.4 0.355
H 0.75126 -1.03624 0.66317 1.5 0.6 -0.7 0.251
H -3.21548 -2.54735 -0.20740 0.7 0.4 -0.6 0.436
H -2.37658 -2.25926 -1.77567 0.2 0.0 0.4 0.196
H -1.99361 -1.26537 -0.31798 -0.1 -0.4 -0.2 0.382
N -3.12641 -1.14117 2.43625 0.9 -2.2 -0.3 -0.445
C -2.66480 -2.20247 2.20721 -0.5 1.7 0.9 -0.422
```
Positions in Å, forces in eV/Å.

For the LUMO energy, the calculation gives -0.728 eV. The calculation puts the energy above the lowest of the compared OMol25 structures with the same formula, charge and spin at 299.10 kJ/mol.